# 1
Below is a 11-piece molecular cluster, C26H76N2O20 overall at a distorted geometry, with properties calculated with wB97M-V/def2-TZVPD.

XYZ file:
```
124
Properties=species:S:1:pos:R:3:mulliken_charge:R:1
H -2.0586 0.8888 -0.8751 0.112
O 3.3034 0.2536 -2.2571 -0.304
O -1.9696 -3.6489 -2.9733 -0.542
O -1.0134 4.0180 -4.4183 -0.652
H 0.4093 -2.2371 -0.1145 -0.061
H 2.6981 3.5023 3.8733 0.365
H -2.6801 -4.2955 3.3460 0.062
H -3.9713 -3.0448 -3.6879 0.262
C -3.6923 2.0041 -5.7559 -0.648
H -4.5303 -0.8247 2.6536 0.477
H -0.7450 -4.1135 6.0138 0.289
C 1.3249 4.7337 -4.3658 -0.874
H -1.0220 1.3085 6.3228 0.171
C 0.0476 -4.8659 3.7028 -0.120
H 4.6135 2.2315 2.9274 0.390
H -2.8957 0.1200 -5.3754 0.171
O -1.2005 -4.1579 0.1661 -0.504
C 1.5219 -0.1204 -5.3892 0.200
N 1.1837 2.0771 4.1918 -0.395
H 1.2905 2.5230 5.0976 0.397
C 0.0247 -5.5835 5.0323 -0.519
H -0.0611 0.4190 4.2301 -0.125
C 5.1166 1.7315 -1.4593 -0.623
H 0.4301 5.2138 -2.6330 0.338
H -0.6888 1.4392 8.0895 0.266
H 2.8234 0.2160 3.3014 0.307
O 0.4347 -2.4764 -2.0976 -0.557
H -4.3873 0.4538 0.2545 0.245
H -3.1862 2.2626 0.8878 0.614
O -0.8150 2.2851 -0.0600 -0.597
H 4.5388 2.6037 -1.8137 0.332
C -4.0479 -2.7435 2.7491 -0.069
C 0.1300 -4.2946 -0.3810 -0.696
O -3.6812 -0.5326 -2.5816 -0.521
H 2.4194 2.0855 2.1874 0.027
H 6.2125 1.9734 -1.7048 0.377
H 3.4271 4.8733 2.0458 0.192
H 4.8254 0.8060 -3.3799 0.300
H 0.3931 3.5233 -5.8452 0.424
H -0.1573 -6.6314 4.8745 0.359
C 0.7557 -2.9908 -0.7784 -0.080
C 4.7462 0.5464 -2.3151 -0.374
H -0.9032 0.2549 0.3669 0.117
H 2.7896 1.0478 -2.0623 -0.027
H -0.1506 -0.7213 -4.5719 0.167
H 0.9224 -5.1297 3.0852 0.331
O 1.3530 4.9007 -2.9649 -0.518
H -3.3060 -0.6966 0.8013 -0.054
H -1.8753 0.2710 2.6483 0.105
H -1.9975 -1.4899 -1.8504 0.001
H 0.8291 -4.7231 0.3272 0.396
H -1.7465 -4.0402 -0.6104 0.329
H 2.8481 -1.1094 -3.3836 0.364
H 0.5588 2.6945 -4.2660 -0.239
H 1.3503 0.1861 2.4014 0.047
H 5.2624 -0.3753 -2.1093 0.379
H 1.2476 -2.3693 -2.6839 0.319
C 0.3025 2.0692 -0.8797 -0.327
C -3.0497 -1.7190 -2.2591 0.180
C -2.6687 1.3246 1.0574 -0.198
H -4.7955 -3.4681 2.3733 0.344
H 5.0274 2.7093 1.4111 0.614
O 3.3206 4.2437 3.9929 -0.563
C 0.3202 3.6727 -4.7703 0.417
H -0.8142 -0.1399 7.4238 0.236
H 1.1189 1.4653 -0.4577 0.076
H -4.0939 1.5637 -6.6665 0.400
C 4.0235 4.1749 2.7384 -0.417
H -3.8964 -3.7480 4.6410 0.281
C -2.1690 1.2635 2.4660 -0.898
H -2.5692 -1.6851 4.3845 0.284
O 2.5300 -1.7990 -3.9526 -0.561
H 1.8096 -1.2034 3.5638 0.484
H 3.4194 -1.0216 -5.7588 0.373
H 1.3105 -0.8624 5.9659 0.324
H -1.1016 -3.2091 -2.7308 0.343
H -2.4454 -2.1675 -4.2676 0.112
H 0.1095 -5.0364 -1.2659 0.224
H -0.8879 -5.0979 3.1506 0.072
O -2.2126 -2.5891 4.2878 -0.568
O -1.0653 -4.9915 5.7967 -0.512
H 2.3321 4.5309 -4.6523 0.386
O -2.1006 1.3022 -3.9448 -0.374
H -1.6618 3.8174 -5.1913 0.301
O -3.3010 3.3864 -5.9660 -0.532
C -2.8878 -2.7117 -3.4004 -0.335
H -1.7186 1.2259 -6.0133 0.366
H 0.7177 3.0370 -1.1359 0.359
O 0.2527 -3.4937 3.9625 -0.452
H 2.0849 -2.0825 -5.9390 0.382
H 1.7601 0.5795 -6.2207 0.407
H 2.5839 0.4599 5.7541 0.384
H -0.0596 1.4892 -1.7556 0.220
O 0.1707 -0.3531 -5.3741 -0.414
H -3.6223 -2.2473 -1.5093 0.354
H -0.7011 -3.2273 3.9904 0.364
C -1.5667 1.0397 0.0636 0.375
O -4.6846 -1.6321 3.2271 -0.635
H -1.3310 1.8614 2.7063 -0.056
H -3.4092 -2.4934 1.8932 -0.167
C -0.4703 0.9146 7.1865 -0.495
H 4.0389 1.5114 0.1120 0.380
H 1.8063 -3.1175 -0.6912 0.641
H -3.9970 3.8466 -6.3593 0.273
H 0.9597 -5.5641 5.6346 0.270
O 0.9737 1.0106 6.9510 -0.377
C -3.2531 -3.4731 3.8052 -0.094
H -3.0008 1.5481 3.1405 0.338
H -3.0353 0.0992 -2.9621 0.215
H 5.0833 4.4875 2.8437 0.325
H 1.8069 0.4817 -4.5378 -0.247
H 0.9408 5.5307 -4.9142 0.369
N -3.6999 0.2691 0.9961 -0.387
C -2.5240 1.1554 -5.3305 -0.237
O 3.0964 2.2069 1.4746 -0.498
O 4.9778 1.4938 -0.1056 -0.513
C 1.8247 -0.1400 3.3263 -1.601
C 2.4682 -1.3157 -5.3526 -0.694
H 0.4016 2.5741 3.7167 0.165
H -4.5016 2.0787 -5.0128 0.291
C 1.4712 0.2408 5.7622 -0.850
C 4.2243 2.8593 2.1181 -0.489
H -1.9910 2.2650 -3.7121 0.320
C 0.9695 0.5670 4.3590 1.106
```

SMILES	COC[C@H](C)N.COC[C@H](C)N.OCCO.OCCO.OCCO.OCCO.OCCO.OCCO.OCCO.OCCO.OCCO

# 2
Below is C31H31LiN3O3 as an isolated structure at a distorted geometry, with properties calculated with wB97M-V/def2-TZVPD.

XYZ file:
```
69
Properties=species:S:1:pos:R:3:nbo_charge:R:1
N -1.2687 0.1345 1.5020 -0.460
H -4.0579 1.2976 -0.1607 0.208
H -3.0878 2.3553 0.9068 0.213
H 1.8690 -0.4336 -6.1679 0.227
H 0.7069 1.0170 5.0117 0.210
C 4.6507 1.0211 -4.6594 -0.318
C -4.7147 0.5603 2.6810 -0.417
C -1.0126 0.2057 2.9386 -0.099
H 0.7171 -0.2537 1.0754 0.200
H 2.7594 2.5073 -2.1870 0.208
C 3.8783 2.0047 -4.0112 -0.344
C 1.0830 -0.1862 -5.4543 -0.255
C 4.4382 -1.6503 -1.9528 -0.355
O -3.1973 1.6118 -4.5493 -0.418
C 0.2579 -0.1748 -3.1279 -0.141
H -2.5860 -1.3968 -0.3074 0.247
C 0.5152 0.2060 7.0177 -0.201
C 4.9367 -0.2047 -4.0541 -0.175
C 3.5351 -1.4649 -0.8914 -0.263
C -1.0649 0.7796 -4.9534 -0.007
H -4.2428 -0.9074 0.1351 0.203
C -0.2627 -0.0851 0.6265 -0.057
H -0.6178 -2.9358 7.7437 0.205
H 0.6861 -1.1090 3.0009 0.227
H -5.2461 -0.3060 2.2697 0.195
H 2.2181 0.2887 -0.3756 0.196
H -1.7241 0.7831 -2.9204 0.226
H -0.1803 0.8576 -6.9147 0.242
H -0.8765 -1.9236 3.2330 0.211
H -5.0983 1.4622 2.1889 0.196
C -0.2935 -1.0247 3.5026 -0.439
C -0.9060 0.4963 -3.5827 -0.179
C 0.1357 -0.9021 7.7861 -0.237
H 3.3280 -2.1717 -0.0817 0.194
O -2.4066 1.7130 -6.5972 -0.410
H -2.3439 1.6166 -0.5328 0.242
H 0.2051 -0.8605 8.8766 0.206
C 2.8442 -0.2167 -1.1013 -0.330
C -3.0606 1.4539 0.2774 -0.647
Li 1.4630 1.6787 -4.2070 0.899
C -0.4398 -0.1113 -0.7482 -0.312
N -2.2862 1.4034 -5.3883 0.499
C -0.0961 -0.9850 5.0041 0.106
H -1.4588 0.0519 -1.0976 0.175
C -0.3265 -2.0663 7.1551 -0.195
C -2.4173 0.3888 3.5188 0.688
H 5.5787 -0.9484 -4.5320 0.196
C -2.7014 0.2349 1.1518 0.350
H 5.0621 1.2391 -5.6543 0.195
H 1.1140 -1.3592 -1.5203 0.229
H -3.2463 -1.8608 1.2820 0.211
H 3.7746 2.9993 -4.4680 0.199
H -0.7763 -3.0066 5.2483 0.207
H 1.9981 -1.2563 -3.8208 0.244
H 0.8847 1.1148 7.4969 0.208
C 0.4148 0.1609 5.6233 -0.239
H 5.1013 -2.4901 -2.1329 0.193
C 1.1800 -0.6011 -4.1237 -0.330
N -3.2909 0.4261 2.4710 -0.451
C 3.4802 0.4604 -2.1944 -0.029
C 0.5225 -0.4529 -1.7116 -0.329
O -2.7250 0.4869 4.7059 -0.637
C 4.3921 -0.4892 -2.7965 -0.127
H -4.9022 0.6266 3.7549 0.245
C -0.4191 -2.1117 5.7631 -0.250
C -3.2257 -1.0702 0.5180 -0.647
C -0.0410 0.5279 -5.8857 -0.442
H -0.4139 1.1095 3.1586 0.196
C 3.2844 1.7352 -2.7608 -0.360
```

net charge	-1

# 3
Below is the molecule C5H7NO at a distorted geometry, with properties calculated with wB97M-V/def2-TZVPD.

XYZ file:
```
14
Properties=species:S:1:pos:R:3:nbo_charge:R:1
H 0.2494 -0.4670 -1.3651 0.251
C 1.6531 0.2819 -0.0240 0.283
C 0.2768 0.2580 -0.5411 -0.422
N 2.7023 0.2737 0.4640 -0.310
H -1.1847 1.5397 -1.4766 0.221
H -0.6183 -2.3493 0.0131 0.229
O -1.2281 0.4934 1.3057 -0.512
C -0.1970 1.6331 -1.0154 -0.591
H 0.4859 -1.9845 1.3436 0.254
H 0.4929 2.0553 -1.7506 0.223
C -0.5810 -0.2740 0.6359 0.618
H -1.2681 -2.0189 1.6517 0.245
C -0.5003 -1.7526 0.9237 -0.729
H -0.2830 2.3113 -0.1648 0.240
```

SMILES	CC(=O)[C@@H](C)C#N

# 4
Below is the molecule C5H3NO at a distorted geometry, with properties calculated with wB97M-V/def2-TZVPD.

XYZ file:
```
10
Properties=species:S:1:pos:R:3:nbo_charge:R:1
H -0.1454 -0.4835 -1.6119 0.255
C -1.0704 0.0342 0.2934 0.509
C 1.2198 -0.4087 0.0351 -0.036
C 2.1972 -0.1076 0.6705 -0.181
N -2.0266 2.2424 -0.7477 -0.230
C -1.5858 1.2807 -0.2819 0.159
H 3.0199 0.2220 1.2662 0.244
H -0.3303 -1.8108 -0.4899 0.268
C -0.0806 -0.7442 -0.5532 -0.555
O -1.3833 -0.2800 1.4120 -0.434
```

SMILES	C#CCC(=O)C#N

# 5
Below is the molecule C2H3BrFI at a distorted geometry, with properties calculated with wB97M-V/def2-TZVPD.

XYZ file:
```
8
Properties=species:S:1:pos:R:3:nbo_charge:R:1
F 0.2365 -1.9536 0.2506 -0.345
I -2.4255 -0.3208 -0.0369 0.091
H -0.2835 1.0772 -0.8921 0.256
Br 2.4054 -0.3707 -0.0578 -0.005
H -0.2452 0.6783 0.9705 0.261
C 0.5501 -0.8231 -0.4327 0.118
C -0.3418 0.2920 -0.1096 -0.584
H 0.6288 -1.1928 -1.5229 0.209
```

SMILES	F[C@H](Br)CI

# 6
Below is a 2-piece molecular cluster, C5H11O2 overall at a distorted geometry, with properties calculated with wB97M-V/def2-TZVPD.

XYZ file:
```
18
Properties=species:S:1:pos:R:3:nbo_charge:R:1
C 0.0938 2.2373 -1.2072 -0.627
H 1.0905 -1.1905 0.2019 0.203
H -1.9048 2.9032 -1.4060 0.178
H 0.4501 3.0275 -0.4277 0.198
C -1.4112 1.9771 -1.5548 -0.531
C -1.7417 0.8316 -0.4682 0.772
O -1.6074 0.9880 0.6982 -0.756
H -1.6128 1.6211 -2.6158 0.197
C 1.4053 -2.7732 1.6018 -0.608
H 0.5424 2.3861 -2.2691 0.181
H 0.4666 1.3381 -0.6400 0.221
H 2.0574 -3.1022 0.8558 0.197
H 2.1011 -2.4330 2.4099 0.178
H -0.3270 -1.8809 0.9850 0.231
C 0.7627 -1.5158 1.1352 -0.605
H 0.7057 -3.4602 2.0179 0.198
O -1.9551 -0.2685 -1.0451 -0.829
H 0.8843 -0.6856 1.7281 0.204
```

net charge	-1

# 7
Below is C2H5Cl4HgO as an isolated structure at a distorted geometry, with properties calculated with wB97M-V/def2-TZVPD.

XYZ file:
```
13
Properties=species:S:1:pos:R:3:nbo_charge:R:1
H 0.3136 2.3546 1.4810 0.124
Cl -0.3704 -1.6470 -1.3215 -0.026
H 1.2008 1.0018 1.1362 0.118
Cl -0.2565 -2.0117 1.5263 0.000
C 0.4481 -2.5210 0.0085 -0.396
O 0.2420 1.8545 -0.5262 -0.978
Cl -3.2950 -0.1003 0.9004 -0.762
H 1.5063 -2.2618 0.0420 0.223
Cl -1.1180 1.5939 -3.4379 -0.757
Hg -1.7471 0.7403 -1.0259 1.335
C 0.9497 1.9628 0.6873 -0.234
H 0.3274 -3.6029 -0.0462 0.215
H 1.7991 2.6368 0.5762 0.138
```

net charge	-1

# 8
Below is the molecule C7H9Cl at a distorted geometry, with properties calculated with wB97M-V/def2-TZVPD.

XYZ file:
```
17
Properties=species:S:1:pos:R:3:nbo_charge:R:1
C 0.3801 0.8166 -0.2161 -0.463
H 2.8067 -0.3335 0.3214 0.227
C 2.1310 -0.3176 1.1726 -0.639
H -0.1221 -2.1241 1.3747 0.206
H 2.2855 -0.9785 1.9231 0.222
H -1.0477 1.8527 -2.2800 0.200
C 0.8137 -0.3777 0.7017 0.024
H -1.8007 -1.8186 -0.5154 0.236
C -1.4500 -0.8318 0.0547 -0.458
H -0.0115 1.6191 0.5752 0.224
H 2.5152 0.7261 1.4720 0.221
C -1.4027 1.0216 -1.8167 -0.156
C -0.1979 -1.1424 0.8965 -0.214
Cl -3.0503 0.7658 -2.5097 -0.083
C -0.8304 0.2888 -0.8475 -0.014
H 1.3097 1.1342 -0.7965 0.229
H -2.3286 -0.3007 0.4903 0.236
```

SMILES	CC1=CC/C(=C\Cl)C1

In eV, the energy above the lowest of the compared OMol25 structures with the same formula, charge and spin values for the records above are, in order, 2.6753 0.6175 0.5293 1.9249 0.0000 1.9375 0.6998 1.7522.
In eV, the frontier orbital gap values for the records above are, in order, 9.9 3.9 11.0 10.1 9.8 7.4 7.3 9.7.
In Ha, the calculated total energy values for the records above are, in order, -2650.275057 -1597.293586 -324.705016 -322.221056 -3049.563362 -347.578463 -2148.690855 -732.226714.